# C4H5N3S

One molecule with the formula C4H5N3S in a non-equilibrium geometry (ωB97M-V with the def2-TZVPD basis set, the Open Molecules 2025 dataset).

SMILES string	C=CSc1nc[nH]n1
lowest unoccupied orbital energy	0.7274	eV
gap between HOMO and LUMO	8.986	eV
energy above the lowest of the compared OMol25 structures with the same formula, charge and spin	216.1	kJ/mol
total charge	0
calculated total energy	-717.81132	Eh
highest occupied orbital energy	-0.303	hartree
F_max	0.0644	hartree/bohr

Geometry (Å):
1 C -3.21 -0.18 0.00
2 C -1.91 0.05 0.02
3 S -0.96 -1.41 0.08
4 C 0.74 -0.54 -0.05
5 N 0.86 0.80 -0.06
6 C 2.19 0.98 0.02
7 N 2.80 -0.22 -0.03
8 N 1.82 -1.23 -0.02
9 H -4.04 0.58 0.22
10 H -3.62 -1.21 -0.35
11 H -1.25 0.85 0.28
12 H 2.78 1.93 0.10
13 H 3.80 -0.39 -0.20

# C18H15FN2O2

A 2-piece molecular cluster, C18H15FN2O2 overall in a non-equilibrium geometry (ωB97M-V with the def2-TZVPD basis set, the Open Molecules 2025 dataset).

lowest unoccupied orbital energy	-3.5775	eV
gap between HOMO and LUMO	2.768	eV
energy above the lowest of the compared OMol25 structures with the same formula, charge and spin	295.3	kJ/mol
total charge	0
calculated total energy	-1054.69670	Eh
highest occupied orbital energy	-0.233	hartree
F_max	0.0359	hartree/bohr

Geometry (Å):
1 C -4.40 2.79 -0.76
2 C -2.91 3.01 -0.73
3 C -1.94 2.01 -0.64
4 N -0.62 2.09 -0.45
5 C -0.03 3.32 -0.56
6 O 1.17 3.56 -0.55
7 N -0.94 4.38 -0.72
8 C -2.34 4.35 -0.74
9 O -2.97 5.41 -0.76
10 H -4.97 3.72 -0.77
11 H -4.73 2.22 -1.64
12 H -4.76 2.23 0.12
13 H -2.27 0.97 -0.73
14 H -0.51 5.28 -0.73
15 F 2.95 -0.77 5.32
16 C 2.55 -0.83 4.01
17 C 2.45 0.35 3.27
18 C 1.96 0.28 1.98
19 C 1.54 -0.96 1.38
20 C 1.01 -0.89 0.05
21 C 0.83 -1.99 -0.87
22 C 0.62 -1.65 -2.25
23 C 0.38 -2.61 -3.22
24 C 0.34 -3.97 -2.88
25 C 0.62 -4.35 -1.55
26 C 0.89 -3.39 -0.58
27 C 1.78 -2.13 2.16
28 C 2.23 -2.08 3.48
29 H 2.73 1.30 3.72
30 H 1.88 1.17 1.38
31 H 0.83 0.13 -0.35
32 H 0.67 -0.59 -2.51
33 H 0.19 -2.30 -4.25
34 H 0.10 -4.73 -3.63
35 H 0.60 -5.42 -1.29
36 H 1.13 -3.78 0.41
37 H 1.59 -3.13 1.77
38 H 2.32 -2.98 4.09

# C4H6N2O

One molecule with the formula C4H6N2O (ωB97M-V with the def2-TZVPD basis set, the Open Molecules 2025 dataset).

lowest unoccupied orbital energy (spin up / spin down)	0.4638 / 0.4640	eV
gap between HOMO and LUMO (spin up / spin down)	8.040 / 8.040	eV
energy above the lowest of the compared OMol25 structures with the same formula, charge and spin	377.6	kJ/mol
total charge	0
calculated total energy	-340.65109	Eh
highest occupied orbital energy (spin up / spin down)	-0.278 / -0.278	hartree
F_max	0.0083	hartree/bohr

Geometry (Å):
1 N 1.32 0.97 1.34
2 C 0.44 0.41 0.41
3 C -0.71 1.25 0.03
4 N -1.74 0.73 -0.52
5 C -0.16 -1.27 -1.32
6 O -0.35 -2.58 -1.12
7 C 0.63 -0.78 -0.20
8 H 0.88 1.50 2.08
9 H 1.99 0.31 1.72
10 H -0.60 2.32 0.24
11 H -2.38 1.46 -0.83
12 H -0.79 -2.93 -1.91
13 H 1.48 -1.40 0.08